# 1
DFT (ωB97M-V/def2-TZVPD) results for 4 unconnected molecules or ions with the total composition C12H24O4.

Results
Total charge ... 0
Kohn-Sham gap ... 0.355 Ha
Relative energy (zero: lowest compared OMol25 entry of this formula, charge and spin) ... 0.210 eV

Structure (XYZ):
```
40
Properties=species:S:1:pos:R:3:forces:R:3
C 15.988 1.257 -21.887 0.195 0.013 -0.201
C 14.965 2.226 -21.343 0.077 -0.127 -0.037
C 14.983 3.619 -21.907 -0.606 0.109 0.677
O 14.169 1.888 -20.502 -0.039 -0.064 0.113
H 15.938 0.314 -21.350 -0.089 -0.060 -0.061
H 17.008 1.645 -21.829 -0.100 0.157 0.103
H 15.798 1.113 -22.956 -0.066 -0.144 0.087
H 14.076 4.130 -21.581 -0.091 -0.105 -0.160
H 15.028 3.601 -22.993 0.338 0.180 -0.044
H 15.795 4.171 -21.431 0.325 -0.028 -0.486
C 16.641 -2.732 -18.363 -0.340 0.463 -0.857
C 17.891 -1.917 -18.634 0.367 -0.037 0.800
C 18.883 -2.500 -19.607 0.503 0.004 -0.073
O 18.124 -0.899 -18.015 -0.248 -0.418 -0.383
H 15.828 -2.034 -18.164 0.022 -0.114 0.291
H 16.772 -3.421 -17.534 0.130 0.061 0.130
H 16.361 -3.305 -19.251 0.083 -0.111 0.109
H 19.807 -1.924 -19.645 -0.187 0.226 0.062
H 18.476 -2.569 -20.617 -0.124 -0.111 0.061
H 19.173 -3.502 -19.278 -0.280 -0.066 -0.095
C 19.660 1.338 -19.400 -0.226 0.690 0.631
C 19.851 2.811 -19.641 -0.083 0.030 -0.146
C 18.684 3.574 -20.227 -0.189 -0.275 0.497
O 20.879 3.384 -19.362 0.073 -0.078 0.001
H 19.112 1.302 -18.450 0.086 -0.187 -0.032
H 20.620 0.857 -19.248 -0.039 -0.243 -0.209
H 18.984 0.870 -20.112 0.252 -0.140 -0.226
H 17.728 3.065 -20.078 0.122 -0.178 -0.131
H 18.877 3.681 -21.293 -0.130 0.240 -0.049
H 18.587 4.539 -19.738 0.257 0.209 -0.298
C 17.642 4.749 -24.170 -0.074 -0.230 -0.040
C 17.605 5.932 -23.235 -0.164 0.149 -0.429
C 17.655 7.315 -23.847 0.480 -0.395 0.502
O 17.477 5.783 -22.046 0.042 -0.018 0.298
H 18.497 4.747 -24.848 0.048 0.205 0.069
H 16.746 4.771 -24.797 0.026 -0.021 0.019
H 17.650 3.832 -23.584 -0.046 -0.027 -0.034
H 16.757 7.492 -24.433 -0.005 0.110 -0.100
H 18.542 7.389 -24.476 -0.126 0.104 -0.192
H 17.747 8.008 -23.014 -0.172 0.226 -0.167
```
Positions in Å, forces in eV/Å.

Atom charges from the Löwdin analysis, given in e for atoms 1 to 8:
1. C -0.021
2. C -0.506
3. C -0.018
4. O 0.073
5. H 0.077
6. H 0.059
7. H 0.088
8. H 0.089

# 2
DFT (ωB97M-V/def2-TZVPD) results for C12H25BN4O6 in the gas phase.

Results
Total charge ... 0
Kohn-Sham gap ... 0.269 Ha

Structure (XYZ):
```
48
Properties=species:S:1:pos:R:3:forces:R:3
C 2.627 1.638 0.743 0.214 0.056 0.245
C 2.733 1.054 -0.677 0.221 1.227 0.313
O 2.781 2.162 -1.607 -0.271 -0.188 -0.114
C 1.590 0.188 -1.187 0.423 -0.363 -0.226
C 0.876 -0.731 -0.182 -0.982 1.905 -0.313
C -0.247 0.088 0.518 -0.391 -0.274 -0.682
C -1.522 0.285 -0.324 -0.257 0.496 1.149
C -2.431 1.295 0.442 0.358 -0.390 -1.426
C -2.352 2.701 -0.145 -0.466 0.851 1.330
C -2.926 3.691 0.878 -0.317 -0.505 0.351
N -4.355 3.426 1.137 0.111 0.314 -0.041
N 0.140 -1.798 -0.990 -0.537 -0.837 0.793
C 0.620 -3.045 -0.583 1.593 0.081 -0.734
N -0.195 -3.947 -0.186 -0.876 -0.555 -0.050
B -1.665 -3.569 -0.191 -0.588 0.450 0.719
O -2.440 -3.796 -1.270 0.917 0.224 -0.481
O -2.160 -3.016 0.965 0.463 0.241 -0.342
N 2.004 -3.225 -0.582 -1.813 -0.236 -0.002
C 2.514 -2.338 0.480 1.475 -0.864 0.473
C 3.949 -1.903 0.099 1.391 0.932 -0.945
O 4.279 -1.986 -1.113 -1.003 -0.268 0.228
O 4.622 -1.462 1.037 -0.535 -0.118 0.358
O 1.640 -1.275 0.835 -0.362 -0.667 -0.431
H 3.629 1.683 1.167 0.020 -0.101 0.098
H 2.012 1.082 1.442 0.156 -0.216 0.009
H 2.260 2.667 0.741 -0.231 -0.026 -0.291
H 3.707 0.578 -0.756 -0.255 -0.702 0.029
H 3.445 2.770 -1.272 0.121 0.060 -0.090
H 1.979 -0.390 -2.030 0.134 -0.098 0.087
H 0.837 0.850 -1.617 -0.039 0.101 0.064
H 0.089 1.095 0.756 0.342 -0.083 0.077
H -0.534 -0.389 1.458 0.206 -0.136 0.053
H -2.095 -0.636 -0.428 0.219 -0.164 -0.312
H -1.291 0.677 -1.313 -0.060 -0.134 -0.148
H -3.461 0.956 0.336 -0.094 0.007 0.320
H -2.130 1.281 1.489 -0.207 0.142 0.147
H -1.328 3.030 -0.329 0.104 -0.272 -0.286
H -2.976 2.816 -1.029 0.262 -0.278 -0.335
H -2.839 4.720 0.535 0.066 0.033 -0.066
H -2.379 3.581 1.824 0.384 0.210 -0.153
H -4.474 2.530 1.594 0.086 -0.086 -0.053
H -4.647 4.105 1.832 -0.270 0.027 -0.096
H 0.297 -1.665 -1.984 0.025 0.018 -0.044
H 0.178 -4.838 0.123 0.219 0.057 -0.090
H -3.034 -3.043 -1.378 -0.570 -0.379 0.001
H -2.249 -2.059 0.873 -0.174 0.032 0.379
H 2.302 -2.893 -1.505 1.013 0.327 0.342
H 2.620 -2.944 1.376 -0.224 0.147 0.186
```
Positions in Å, forces in eV/Å.

Atom charges from the Löwdin analysis, given in e for atoms 1 to 8:
1. C -0.026
2. C -0.362
3. O -0.055
4. C -0.047
5. C -0.423
6. C -0.100
7. C -0.183
8. C -0.209

# 3
DFT (ωB97M-V/def2-TZVPD) results for 3 unconnected molecules or ions with the total composition C12H25ClN5O2.

Results
Total charge ... +1
Kohn-Sham gap ... 0.343 Ha

Structure (XYZ):
```
45
Properties=species:S:1:pos:R:3:forces:R:3
C -3.226 -4.242 -0.513 -0.175 0.110 0.149
C -2.370 -4.774 -1.373 -0.062 0.088 -0.202
C -1.342 -3.935 -2.083 -0.534 -0.510 -0.485
N -0.033 -4.165 -1.437 0.180 0.393 -0.232
C 0.629 -3.223 -0.821 0.579 0.407 -0.194
N 0.197 -1.954 -0.650 -0.879 -0.073 1.271
C 1.017 -1.377 0.430 1.462 -0.427 0.060
C 1.579 -2.644 1.076 -0.927 -0.136 -1.048
Cl 2.882 -2.480 2.192 0.233 0.001 -0.113
N 1.864 -3.361 -0.222 -0.496 -0.764 0.482
H -3.691 -4.831 0.269 -0.604 -0.185 -0.525
H -3.507 -3.194 -0.573 0.626 0.186 0.538
H -2.403 -5.834 -1.613 0.549 -0.128 0.579
H -1.602 -2.882 -2.002 0.128 0.007 -0.106
H -1.237 -4.212 -3.133 0.034 0.156 -0.002
H 0.382 -5.085 -1.480 -0.103 0.017 -0.076
H -0.788 -1.809 -0.418 -0.320 0.171 -0.705
H 0.477 -0.766 1.142 -0.185 0.149 -0.321
H 1.886 -0.902 -0.032 -0.240 0.589 0.233
H 0.734 -3.198 1.499 0.341 0.130 0.769
H 2.168 -4.323 -0.115 0.139 0.051 -0.020
C -1.255 1.591 0.535 -0.253 -0.421 -0.210
C -2.323 0.823 -0.212 -0.086 0.029 0.010
O -2.465 -0.405 -0.130 0.517 -0.156 0.013
N -3.137 1.539 -1.006 0.039 0.024 0.033
C -3.126 2.976 -1.237 -0.126 -0.114 -0.053
H -0.679 0.900 1.140 -0.062 -0.006 0.049
H -0.594 2.089 -0.169 0.034 0.140 0.116
H -1.690 2.341 1.192 0.055 0.091 -0.060
H -3.833 0.987 -1.485 -0.017 0.019 0.002
H -4.080 3.410 -0.940 0.024 0.042 0.024
H -2.964 3.182 -2.295 0.032 0.039 0.010
H -2.334 3.448 -0.666 0.011 0.004 -0.005
C 2.627 5.253 0.695 -0.058 0.003 -0.025
C 1.850 3.986 0.958 0.013 0.132 0.006
O 0.657 3.897 0.704 0.081 -0.055 0.010
N 2.526 2.938 1.497 0.031 0.040 -0.078
C 3.929 2.865 1.862 -0.152 -0.145 0.040
H 1.949 5.986 0.271 -0.032 -0.023 0.002
H 3.045 5.651 1.620 0.055 -0.004 -0.021
H 3.440 5.072 -0.009 0.043 0.020 0.041
H 1.951 2.127 1.658 -0.005 0.013 0.051
H 4.428 2.070 1.306 0.056 0.042 -0.012
H 4.035 2.660 2.928 0.052 0.047 0.006
H 4.426 3.803 1.641 0.003 0.007 -0.003
```
Positions in Å, forces in eV/Å.

Atom charges from the Löwdin analysis, given in e for atoms 1 to 8:
1. C 0.042
2. C -0.157
3. C -0.140
4. N 0.140
5. C -0.353
6. N 0.131
7. C -0.144
8. C -0.725

# 4
DFT (ωB97M-V/def2-TZVPD) results for C12H25N in the gas phase.

Results
Total charge ... 0
Kohn-Sham gap ... 0.310 Ha
Relative energy (zero: lowest compared OMol25 entry of this formula, charge and spin) ... 1.644 eV

Structure (XYZ):
```
38
Properties=species:S:1:pos:R:3:forces:R:3
C 1.918 -2.446 2.248 0.237 0.396 2.338
C 0.984 -2.396 1.093 1.840 0.300 -1.245
C -0.118 -1.406 1.124 -1.738 1.495 0.346
C -1.131 -1.790 2.283 0.216 -1.286 -1.331
C 0.224 0.164 1.134 -1.128 -1.870 1.612
C 1.095 0.778 0.088 0.370 0.911 -1.001
C 1.188 2.313 0.267 -0.861 0.381 -0.455
C -0.063 3.071 -0.301 1.342 0.840 -1.313
C -0.388 2.638 -1.742 -0.873 -2.422 0.945
N -0.463 1.143 -1.778 0.480 0.455 -1.695
C -1.780 0.463 -1.756 0.230 1.684 1.215
C -1.930 -0.689 -2.660 2.033 -2.668 -1.616
C 0.823 0.500 -1.398 -1.952 0.284 0.453
H 2.407 -1.498 2.624 -0.527 -0.798 -0.866
H 1.373 -2.836 3.125 0.135 0.195 -0.081
H 2.673 -3.189 2.070 0.632 -0.162 -0.125
H 0.622 -3.405 0.951 -0.599 -0.277 0.049
H 1.602 -2.256 0.190 -0.180 0.286 0.006
H -0.599 -1.527 0.182 -1.021 -0.423 -0.803
H -0.767 -1.552 3.294 0.053 -0.425 -0.371
H -1.432 -2.890 2.122 0.979 1.301 0.733
H -2.103 -1.350 2.183 -0.417 0.951 -0.205
H -0.748 0.746 1.109 0.879 -0.837 0.601
H 0.708 0.141 2.142 -0.296 1.364 -0.583
H 2.071 0.427 0.169 2.065 -0.806 0.756
H 1.231 2.553 1.329 0.297 0.026 0.091
H 2.096 2.739 -0.232 -0.623 -0.508 0.358
H 0.242 4.140 -0.378 -0.504 -0.392 0.502
H -0.955 2.961 0.289 -0.245 -0.013 0.528
H 0.339 2.979 -2.445 0.949 0.188 -0.469
H -1.340 2.987 -2.143 -0.086 0.293 0.423
H -2.568 1.242 -2.022 1.003 -0.881 0.509
H -1.943 0.130 -0.740 -0.597 -0.062 0.606
H -1.976 -0.334 -3.674 0.080 -0.026 -0.629
H -2.675 -1.467 -2.566 -1.270 0.685 0.703
H -1.083 -1.468 -2.630 -0.284 1.616 0.053
H 1.660 0.978 -1.959 -0.599 -0.427 0.059
H 0.802 -0.593 -1.592 -0.020 0.630 -0.097
```
Positions in Å, forces in eV/Å.

Atom charges from the Löwdin analysis, given in e for atoms 1 to 8:
1. C -0.119
2. C -0.285
3. C -0.364
4. C -0.059
5. C -0.121
6. C -0.346
7. C -0.145
8. C -0.169

How do the records compare in max |F|? In the order shown, they have 1.03; 2.17; 1.55; 3.72 eV/A.
How do the records compare in HOMO energy? In the order shown, they have -0.3359; -0.2982; -0.4347; -0.2759 Eh.